Below is C97H216AsF6N3P4 as an isolated structure, with properties calculated with the ωB97M-V functional and the def2-TZVPD basis.

Last column: Löwdin charge in e.
Geometry (Å):
C -1.711 -9.988 30.317  -0.095
C -0.938 -10.830 31.327  -0.216
C 0.185 -9.970 32.094  -0.162
C 1.204 -10.862 32.764  -0.121
N 2.215 -10.113 33.580  -0.211
C 2.852 -8.980 32.827  -0.118
C 2.267 -7.642 33.326  -0.122
C 2.107 -7.943 34.835  -0.128
C 1.668 -9.455 34.874  -0.045
C 3.334 -11.094 33.893  -0.127
C 2.961 -12.291 34.757  -0.265
C 4.077 -12.997 35.425  -0.083
H -2.175 -9.131 30.828  0.077
H -2.485 -10.607 29.950  0.071
H -0.981 -9.629 29.581  0.082
H -0.425 -11.570 30.678  0.119
H -1.550 -11.418 31.946  0.094
H -0.269 -9.336 32.834  0.096
H 0.609 -9.283 31.313  0.120
H 1.848 -11.378 32.035  0.149
H 0.776 -11.614 33.435  0.146
H 3.932 -8.924 33.020  0.131
H 2.752 -9.118 31.715  0.146
H 2.933 -6.815 33.142  0.098
H 1.233 -7.586 32.909  0.098
H 3.064 -7.759 35.405  0.098
H 1.400 -7.260 35.284  0.083
H 2.070 -10.005 35.759  0.121
H 0.605 -9.635 34.774  0.113
H 4.031 -10.490 34.434  0.119
H 3.824 -11.426 32.985  0.143
H 2.384 -13.087 34.268  0.128
H 2.281 -11.858 35.478  0.094
H 4.951 -13.048 34.724  0.106
H 3.757 -14.036 35.677  0.111
H 4.280 -12.424 36.307  0.057
C 7.758 -7.631 34.440  -0.094
C 8.463 -7.076 35.672  -0.247
C 9.385 -5.878 35.344  -0.179
C 10.480 -6.320 34.392  -0.108
N 11.617 -5.281 34.392  -0.224
C 12.645 -5.655 33.365  -0.100
C 13.881 -4.895 33.818  -0.145
C 13.838 -4.898 35.356  -0.110
C 12.353 -5.275 35.663  -0.122
C 11.120 -3.846 34.067  -0.102
C 10.441 -3.655 32.719  -0.229
C 10.222 -2.176 32.580  -0.102
H 6.940 -6.987 34.077  0.073
H 7.381 -8.632 34.680  0.072
H 8.537 -7.826 33.669  0.075
H 9.098 -7.883 36.029  0.109
H 7.727 -6.787 36.396  0.071
H 9.887 -5.497 36.250  0.117
H 8.859 -5.066 34.837  0.100
H 10.112 -6.381 33.397  0.112
H 10.982 -7.252 34.715  0.150
H 12.239 -5.424 32.375  0.125
H 12.770 -6.771 33.451  0.161
H 13.929 -3.885 33.355  0.129
H 14.814 -5.387 33.449  0.143
H 14.186 -3.904 35.690  0.128
H 14.466 -5.647 35.856  0.125
H 12.023 -4.467 36.309  0.127
H 12.326 -6.195 36.185  0.126
H 11.955 -3.168 34.202  0.137
H 10.290 -3.669 34.755  0.117
H 9.520 -4.263 32.705  0.115
H 11.045 -3.893 31.797  0.134
H 11.199 -1.688 32.539  0.096
H 9.682 -1.745 33.422  0.073
H 9.639 -1.785 31.747  0.080
C 11.709 -2.682 40.558  -0.103
C 10.458 -2.817 41.462  -0.225
C 9.193 -2.549 40.611  -0.175
C 9.261 -1.140 39.958  -0.131
N 7.982 -0.776 39.291  -0.194
C 8.292 0.572 38.599  -0.092
C 8.377 0.324 37.112  -0.120
C 7.304 -0.739 36.916  -0.151
C 7.598 -1.638 38.076  -0.100
C 6.842 -0.565 40.255  -0.151
C 7.182 0.347 41.412  -0.210
C 5.818 0.617 42.111  -0.062
H 12.644 -3.149 41.004  0.103
H 11.899 -1.631 40.404  0.065
H 11.555 -3.127 39.566  0.061
H 10.547 -2.024 42.214  0.117
H 10.424 -3.766 41.991  0.098
H 8.378 -2.545 41.330  0.103
H 8.996 -3.310 39.840  0.105
H 9.983 -1.151 39.161  0.124
H 9.423 -0.408 40.766  0.139
H 7.553 1.259 38.917  0.120
H 9.234 0.957 38.978  0.139
H 8.150 1.217 36.523  0.139
H 9.374 -0.110 36.931  0.129
H 6.278 -0.382 36.960  0.122
H 7.327 -1.335 35.994  0.124
H 6.851 -2.346 38.414  0.127
H 8.432 -2.279 37.855  0.120
H 6.555 -1.540 40.667  0.128
H 6.020 -0.179 39.667  0.137
H 7.609 1.311 41.057  0.130
H 7.879 -0.150 42.116  0.123
H 5.147 1.164 41.457  0.087
H 6.035 1.227 42.958  0.077
H 5.421 -0.300 42.532  0.080
C 7.486 -13.374 42.260  -0.093
C 8.947 -13.093 42.731  -0.233
C 9.007 -11.723 43.464  -0.222
C 10.439 -11.085 43.219  -0.265
P 10.691 -9.472 43.992  1.019
C 10.495 -9.595 45.795  -0.268
C 11.246 -10.748 46.487  -0.257
C 10.936 -10.686 47.968  -0.261
C 10.982 -12.066 48.614  -0.089
C 12.282 -8.739 43.461  -0.274
C 13.443 -9.683 43.611  -0.273
C 14.779 -8.949 43.587  -0.270
C 15.971 -9.867 43.563  -0.098
C 9.313 -8.442 43.409  -0.263
C 9.493 -7.979 41.948  -0.225
C 8.240 -7.303 41.270  -0.236
C 8.624 -6.823 39.871  -0.108
H 7.337 -12.567 41.541  0.049
H 6.738 -13.374 43.065  0.083
H 7.369 -14.356 41.801  0.076
H 9.625 -13.122 41.846  0.118
H 9.257 -13.809 43.498  0.115
H 8.949 -11.853 44.560  0.112
H 8.211 -11.074 43.203  0.070
H 10.571 -10.968 42.128  0.101
H 11.191 -11.814 43.527  0.105
H 9.399 -9.709 45.976  0.114
H 10.775 -8.701 46.336  0.108
H 12.288 -10.679 46.202  0.093
H 10.964 -11.735 46.056  0.114
H 9.903 -10.302 48.114  0.121
H 11.642 -10.006 48.401  0.112
H 11.971 -12.495 48.614  0.078
H 10.315 -12.737 48.053  0.081
H 10.649 -11.976 49.655  0.089
H 12.414 -7.810 44.034  0.116
H 12.181 -8.361 42.439  0.092
H 13.347 -10.504 42.861  0.134
H 13.367 -10.121 44.603  0.092
H 14.780 -8.233 44.414  0.123
H 14.735 -8.393 42.642  0.112
H 16.830 -9.253 43.500  0.063
H 15.968 -10.601 42.729  0.092
H 16.054 -10.507 44.486  0.103
H 9.237 -7.645 44.178  0.113
H 8.358 -8.947 43.504  0.086
H 9.908 -8.771 41.395  0.079
H 10.290 -7.242 41.943  0.100
H 7.900 -6.521 41.888  0.091
H 7.395 -7.970 41.177  0.069
H 7.767 -6.510 39.213  0.079
H 9.230 -7.633 39.401  0.084
H 9.280 -5.960 39.968  0.052
C 1.975 2.649 36.436  -0.075
C 1.016 1.723 35.556  -0.212
C 1.761 1.244 34.281  -0.244
C 1.020 0.197 33.467  -0.250
P 1.462 -1.553 33.745  0.991
C 1.218 -2.047 35.414  -0.264
C -0.236 -1.839 35.909  -0.254
C -0.235 -2.308 37.311  -0.293
C -1.597 -2.313 38.029  -0.068
C 3.204 -1.794 33.268  -0.282
C 3.533 -1.640 31.847  -0.250
C 4.999 -1.226 31.685  -0.235
C 6.157 -2.246 31.981  -0.067
C 0.408 -2.422 32.596  -0.278
C 0.454 -3.907 32.347  -0.230
C -0.836 -4.483 31.661  -0.238
C -0.712 -5.947 31.296  -0.113
H 2.669 1.951 36.959  0.063
H 1.395 3.161 37.221  0.079
H 2.549 3.335 35.814  0.072
H 0.118 2.307 35.325  0.119
H 0.723 0.802 36.041  0.067
H 2.686 0.730 34.568  0.085
H 2.187 1.995 33.648  0.114
H 1.138 0.337 32.392  0.101
H -0.018 0.365 33.710  0.101
H 1.879 -1.469 36.099  0.124
H 1.444 -3.096 35.441  0.078
H -0.962 -2.375 35.334  0.105
H -0.661 -0.820 35.843  0.123
H 0.435 -1.620 37.870  0.123
H 0.152 -3.325 37.396  0.091
H -1.818 -1.276 38.256  0.085
H -1.417 -2.768 38.965  0.053
H -2.364 -2.849 37.480  0.084
H 3.356 -2.792 33.714  0.079
H 3.813 -1.091 33.891  0.112
H 2.973 -0.846 31.358  0.115
H 3.395 -2.559 31.282  0.110
H 5.207 -0.329 32.237  0.097
H 5.116 -0.831 30.673  0.113
H 7.112 -1.663 31.792  0.081
H 6.171 -3.107 31.334  0.020
H 6.125 -2.537 33.045  0.065
H 0.587 -1.838 31.697  0.105
H -0.578 -2.144 33.014  0.114
H 0.722 -4.415 33.295  0.107
H 1.313 -4.207 31.699  0.112
H -1.090 -3.853 30.813  0.119
H -1.660 -4.400 32.349  0.106
H -1.522 -6.243 30.609  0.092
H -0.844 -6.551 32.187  0.058
H 0.268 -6.108 30.867  0.063
C 8.366 -13.506 24.369  -0.104
C 8.482 -12.423 25.421  -0.279
C 7.397 -11.367 25.290  -0.249
C 7.715 -10.149 26.190  -0.256
P 6.545 -8.717 26.182  0.963
C 7.265 -7.288 25.370  -0.268
C 7.788 -7.617 23.967  -0.260
C 8.624 -6.555 23.337  -0.282
C 8.082 -5.109 23.379  -0.089
C 6.271 -8.281 27.864  -0.269
C 5.838 -6.793 28.164  -0.248
C 5.482 -6.601 29.628  -0.275
C 5.181 -5.161 29.998  -0.107
C 5.084 -9.181 25.372  -0.285
C 3.840 -8.312 25.654  -0.247
C 2.532 -8.867 25.124  -0.267
C 2.594 -9.336 23.686  -0.102
H 8.579 -13.039 23.432  0.066
H 7.316 -13.897 24.318  0.094
H 9.100 -14.340 24.474  0.098
H 9.472 -12.010 25.213  0.114
H 8.586 -12.843 26.418  0.112
H 6.390 -11.700 25.617  0.113
H 7.238 -10.975 24.297  0.109
H 8.695 -9.713 25.878  0.105
H 7.900 -10.507 27.230  0.105
H 8.019 -6.846 26.055  0.122
H 6.410 -6.594 25.399  0.102
H 6.913 -7.766 23.313  0.124
H 8.451 -8.514 23.909  0.123
H 8.870 -6.915 22.303  0.133
H 9.664 -6.546 23.714  0.117
H 8.774 -4.450 22.816  0.093
H 8.055 -4.745 24.396  0.056
H 7.090 -5.071 22.940  0.076
H 7.162 -8.556 28.431  0.098
H 5.480 -8.906 28.279  0.102
H 4.999 -6.507 27.526  0.104
H 6.589 -6.045 27.931  0.107
H 6.339 -7.025 30.243  0.132
H 4.573 -7.205 29.755  0.103
H 6.049 -4.511 29.840  0.072
H 5.222 -5.179 31.063  0.051
H 4.328 -4.751 29.519  0.077
H 4.788 -10.197 25.707  0.123
H 5.270 -9.265 24.305  0.105
H 3.924 -7.330 25.181  0.121
H 3.742 -8.217 26.740  0.094
H 1.750 -8.083 25.180  0.125
H 2.223 -9.701 25.749  0.107
H 3.136 -8.625 23.091  0.073
H 1.604 -9.505 23.240  0.094
H 3.142 -10.277 23.543  0.081
C -0.905 -7.708 36.829  -0.101
C -0.320 -6.464 37.501  -0.225
C 0.416 -6.731 38.842  -0.218
C 1.434 -7.826 38.694  -0.272
P 2.581 -8.012 40.111  1.001
C 2.200 -9.361 41.177  -0.269
C 0.682 -9.718 41.507  -0.204
C 0.032 -8.871 42.657  -0.228
C -1.519 -9.088 42.697  -0.091
C 4.255 -8.240 39.419  -0.244
C 4.443 -9.418 38.407  -0.214
C 5.908 -9.605 38.074  -0.300
C 6.755 -10.229 39.091  -0.111
C 2.747 -6.462 41.068  -0.260
C 3.632 -5.397 40.467  -0.268
C 3.439 -4.024 41.127  -0.254
C 2.145 -3.378 40.757  -0.110
H -0.228 -8.539 36.568  0.042
H -1.586 -7.540 36.033  0.067
H -1.566 -8.309 37.496  0.101
H -1.119 -5.730 37.527  0.106
H 0.382 -5.970 36.808  0.081
H -0.264 -7.182 39.569  0.116
H 0.893 -5.797 39.217  0.104
H 2.049 -7.562 37.832  0.076
H 1.047 -8.807 38.390  0.102
H 2.859 -9.244 42.034  0.101
H 2.565 -10.234 40.559  0.108
H 0.694 -10.789 41.641  0.109
H 0.149 -9.543 40.549  0.096
H 0.314 -7.823 42.448  0.092
H 0.463 -9.234 43.616  0.119
H -1.832 -10.124 42.630  0.075
H -1.992 -8.614 41.818  0.069
H -1.971 -8.604 43.585  0.088
H 4.828 -8.371 40.392  0.118
H 4.459 -7.235 38.961  0.087
H 3.883 -9.171 37.504  0.088
H 4.086 -10.315 38.851  0.091
H 6.312 -8.632 37.881  0.090
H 5.956 -10.261 37.222  0.105
H 6.342 -11.217 39.260  0.079
H 7.020 -9.696 40.022  0.062
H 7.729 -10.414 38.545  0.106
H 3.105 -6.800 42.070  0.126
H 1.706 -6.156 41.151  0.076
H 3.411 -5.234 39.403  0.084
H 4.669 -5.703 40.580  0.102
H 4.261 -3.400 40.728  0.107
H 3.490 -4.083 42.215  0.118
H 1.215 -3.874 40.976  0.069
H 2.156 -3.350 39.646  0.075
H 2.054 -2.337 41.060  0.084
As 4.607 -4.946 36.147  0.809
F 2.964 -5.161 36.747  -0.259
F 4.066 -5.185 34.542  -0.236
F 6.329 -4.829 35.645  -0.277
F 5.104 -4.702 37.823  -0.268
F 4.876 -6.692 36.251  -0.271
F 4.468 -3.199 35.956  -0.262

Properties
- total charge = +6
- highest occupied orbital energy (eV) = -19.06
- frontier orbital gap (eV) = 9.91
- spin multiplicity = 1



Below is one molecule with the formula C9H10, with properties calculated with the ωB97M-V functional and the def2-TZVPD basis.

Last column: Löwdin charge in e.
Geometry (Å):
C 0.465 -0.516 -1.036  0.002
C 0.682 -1.456 -0.147  -0.275
C -0.045 -1.350 1.199  -0.152
C -0.473 1.579 -2.127  0.018
C -0.092 0.579 -1.371  -0.117
C -0.760 1.118 0.991  -0.109
C -0.532 -0.003 1.377  -0.040
C 1.577 -2.639 -0.317  -0.058
C -1.121 2.521 1.030  -0.102
H -0.878 -2.062 1.212  0.126
H 0.654 -1.619 1.995  0.119
H -1.177 2.306 -1.768  0.043
H -0.089 1.720 -3.126  0.062
H 1.956 -2.702 -1.333  0.079
H 1.036 -3.557 -0.079  0.083
H 2.421 -2.566 0.370  0.083
H -2.162 2.667 0.737  0.083
H -0.478 3.081 0.351  0.072
H -0.984 2.901 2.042  0.083

Properties
- total charge = 0
- SMILES string = C=C=C=C(C)CC#CC
- highest occupied orbital energy (eV) = -8.44
- frontier orbital gap (eV) = 9.25
- spin multiplicity = 1



Below is C9H10 as an isolated structure, with properties calculated with the ωB97M-V functional and the def2-TZVPD basis.

Last column: Löwdin charge in e.
Geometry (Å):
C 0.462 1.336 -1.827  -0.081
C -0.031 0.007 -2.444  -0.083
C 1.132 -0.758 2.441  -0.126
C 2.479 -0.900 1.687  -0.089
C 0.396 0.036 -1.033  -0.119
C 0.653 -0.195 1.167  -0.293
C 1.986 -0.439 0.557  0.079
C -0.336 -0.111 0.312  -0.158
C -1.879 -0.122 0.460  -0.001
H 1.555 1.654 -1.901  0.126
H -0.239 2.072 -1.512  0.085
H -1.073 -0.062 -2.603  0.090
H 0.492 -0.447 -3.187  0.066
H 0.558 -1.709 2.607  0.125
H 1.002 -0.017 3.283  0.118
H 3.480 -1.168 2.056  0.087
H -2.319 -1.118 0.451  0.083
H -2.356 0.339 -0.335  0.044
H -2.126 0.229 1.390  0.046

Properties
- total charge = 0
- highest occupied orbital energy (alpha / beta) (eV) = -8.28 / -8.06
- frontier orbital gap (alpha / beta) (eV) = 8.47 / 7.82
- spin multiplicity = 1



| no. | E_tot (Eh) | strongest force on any atom (eV/A) |
| --- | --- | --- |
| 1 | -8188.25998 | 3.00 |
| 2 | -348.75755 | 1.78 |
| 3 | -348.62522 | 3.65 |